17
Properties=species:S:1:pos:R:3:forces:R:3:lowdin_charge:R:1 method="wB97M-V/def2-TZVPD" homo_ev=-8.0 total_energy_ev=-8522.987 de_lowest_kj_mol=213.30 homo_lumo_gap_ev=8.622
B 1.85099 0.14525 -0.10580 0.173 -0.713 -0.302 -0.55
C -0.50127 -0.92831 -0.56077 -2.866 -1.215 0.642 -0.04
C -2.37710 -0.15978 -0.19817 3.395 1.050 -0.959 -0.14
C 3.00802 0.68073 -1.11140 -0.901 -0.749 -1.792 -0.02
C -2.72570 -0.11494 1.29578 -0.037 -2.668 -0.970 -0.16
N 0.72286 -0.78395 -0.40339 0.225 2.027 -0.664 0.14
O 1.94610 0.42441 1.21382 -1.015 -0.356 0.922 0.14
H -2.37045 0.82103 -0.73792 0.030 -0.505 0.925 0.06
H -0.92909 -1.92957 -0.84259 0.823 0.521 0.118 0.07
H -2.99784 -0.78739 -0.83785 0.257 -0.520 0.397 0.05
H 4.04673 0.43089 -1.02157 0.639 -0.525 1.386 0.04
H 3.05074 1.75281 -1.20954 -0.395 0.642 0.262 0.04
H 2.95764 0.33743 -2.16842 -0.893 0.106 0.422 0.06
H -2.05327 0.45924 1.88628 0.024 1.406 0.175 0.05
H -2.53153 -1.12790 1.80045 -0.760 0.959 -1.022 0.09
H -3.81063 0.10672 1.29017 0.641 0.203 0.857 0.07
H 2.71381 0.67332 1.71092 0.662 0.337 -0.396 0.09